*i*
Computed, not measured: C8H11NO in the gas phase, with ωB97M-V/def2-TZVPD.

Cartesian coordinates (Å):
O1 1.2732 -2.6691 1.5771
N1 0.3659 -2.2988 0.5332
C1 0.1668 -1.0156 0.4373
C2 0.3437 0.2561 1.2271
C3 -0.8802 1.1039 0.7904
C4 -0.8864 0.7411 -0.7909
C5 -0.7242 -0.6468 -0.6845
C6 1.4275 1.1633 0.4264
C7 -1.3424 -1.2012 -1.7074
C8 0.6221 1.1600 -1.0643
H1 1.5900 2.1411 1.0460
H2 -0.7428 2.1946 1.1298
H3 1.0649 0.4453 -1.7570
H4 -2.1638 -0.8780 -2.4774
H5 -1.6135 1.2986 -1.6177
H6 -1.6811 0.9840 1.4283
H7 0.4179 0.2320 2.3361
H8 0.5079 2.2024 -1.4904
H9 -1.3315 -2.2938 -1.4532
H10 2.5671 0.7899 0.3631
H11 1.0190 -3.7091 1.7480

**Gap between HOMO and LUMO**: 9.32 eV
**Multiplicity**: 1
**SMILES**: C=C1/C(=N/O)[C@H]2CC[C@@H]1C2

*ii*
Computed, not measured: a molecular structure, C8H11NO, with ωB97M-V/def2-TZVPD.

Cartesian coordinates (Å):
O1 -2.7286 -2.3711 2.6431
N1 -1.8542 -2.2289 -0.0354
C1 1.0462 -0.1271 1.0675
C2 -1.0300 -1.4175 0.1403
C3 1.7118 0.6487 -0.0677
C4 0.6864 1.6869 -0.6785
C5 0.7908 0.9259 -2.0195
C6 -0.6239 1.1208 -0.1090
C7 1.0368 -0.2805 -1.1145
C8 -0.0818 -0.3209 0.0179
H1 0.7739 0.3839 2.0008
H2 1.5865 -1.0589 1.2787
H3 1.4559 -1.2403 -1.4335
H4 -0.9148 1.5300 0.8663
H5 -2.8941 -2.8309 1.7510
H6 -2.7544 -1.4243 2.4695
H7 -0.0742 0.9441 -2.6979
H8 -1.4651 1.2175 -0.8071
H9 1.7088 1.1753 -2.5695
H10 0.8464 2.7681 -0.6074
H11 2.7775 0.8990 -0.0951

**Gap between HOMO and LUMO**: 11.27 eV
**Multiplicity**: 1

Which one is most stable, and which one is least stable? *ii* is the most stable of them, while *i* is the least stable.

*i*
Computed, not measured: 3 unconnected molecules or ions with the total composition C2H10N2O2, with ωB97M-V/def2-TZVPD.

Cartesian coordinates (Å):
O1 -2.7859 -2.1792 2.2076
O2 1.2667 1.3422 -4.3605
N1 -0.0655 0.1156 0.2945
N2 1.3523 -0.8357 1.8432
C1 -0.3464 1.3237 -0.4326
C2 0.9150 0.2101 1.2320
H1 -1.8992 -1.7617 2.2482
H2 -1.4578 1.4264 -0.3031
H3 -0.2425 1.1783 -1.5411
H4 1.2121 1.3157 1.5586
H5 2.2216 -0.7522 2.4794
H6 1.1514 1.8411 -5.1598
H7 0.0886 2.2125 -0.0471
H8 -2.8148 -2.6109 3.1563
H9 -0.1718 -0.8078 -0.1472
H10 1.6473 0.4927 -4.7808

**Gap between HOMO and LUMO**: 9.36 eV
**Multiplicity**: 1
**SMILES**: [H]/N=C/NC.O.O

*ii*
Computed, not measured: 3 unconnected molecules or ions with the total composition C2H10N2O2, with ωB97M-V/def2-TZVPD.

Cartesian coordinates (Å):
O1 -2.2116 -0.6627 -0.0039
O2 -0.8670 -0.8586 -2.4707
N1 -0.5768 0.9212 1.6137
N2 1.1216 0.0732 0.2944
C1 0.6729 0.7735 1.3712
C2 2.4682 0.2003 -0.2019
H1 -0.6892 1.2713 2.5663
H2 -1.9085 -0.0222 0.6708
H3 -1.4130 -0.9574 -1.6500
H4 -2.8821 -1.2290 0.3999
H5 0.3540 -0.3220 -0.2315
H6 2.6103 -0.6347 -0.8842
H7 1.4383 1.1124 2.0747
H8 -1.0192 -1.6697 -2.9390
H9 2.6519 1.1221 -0.7741
H10 3.1425 0.3140 0.6503

**Gap between HOMO and LUMO**: 10.00 eV
**Multiplicity**: 1
**SMILES**: [H]/N=C/NC.O.O

Which one is most stable, and which one is least stable? *ii* is the most stable of them, while *i* is the least stable.

*i*
Computed, not measured: 2 unconnected molecules or ions with the total composition C2H10N2O2, with ωB97M-V/def2-TZVPD.

Cartesian coordinates (Å):
O1 1.8526 -2.0673 0.2922
O2 -2.4758 1.4449 -0.6785
N1 -1.4389 0.1343 0.8072
N2 2.2734 0.3031 -0.3569
C1 2.4435 -1.0882 -0.7039
C2 -2.5295 1.0979 0.6373
H1 -2.5419 2.0449 1.2655
H2 -2.8094 2.3143 -1.0021
H3 1.2149 -1.8259 0.8705
H4 -3.4262 0.5345 0.8470
H5 2.4327 0.4986 0.5620
H6 1.3487 0.7029 -0.5437
H7 -1.3951 -0.5796 0.0066
H8 1.9950 -1.1983 -1.7854
H9 -0.6643 0.6752 0.9719
H10 3.5059 -1.3077 -0.8545

**Gap between HOMO and LUMO**: 10.45 eV
**Multiplicity**: 1
**SMILES**: NCO.NCO

*ii*
Computed, not measured: 3 unconnected molecules or ions with the total composition C2H10N2O2, with ωB97M-V/def2-TZVPD.

Cartesian coordinates (Å):
O1 2.2301 -2.1094 -1.6805
O2 2.2542 2.9298 1.5624
N1 -1.1463 -0.6867 -0.5124
N2 -0.6663 -1.4133 1.7895
C1 -0.5936 -0.6036 0.7585
C2 -2.0020 0.4138 -1.0655
H1 2.9890 -1.5937 -1.3513
H2 0.0154 0.3606 0.8487
H3 2.2319 1.9776 1.5369
H4 -1.5816 -1.5764 -0.5847
H5 -3.0047 0.1558 -0.9396
H6 -0.3577 -0.9750 2.6332
H7 -1.7982 1.3217 -0.5293
H8 -1.7158 0.4250 -2.0984
H9 1.4086 -1.9111 -1.2274
H10 1.7371 3.2848 0.8599

**Gap between HOMO and LUMO**: 9.95 eV
**Multiplicity**: 1
**SMILES**: [H]/N=C/NC.O.O

Which one is most stable, and which one is least stable? *ii* is the most stable of them, while *i* is the least stable.